Computed, not measured: one molecule with the formula C8H14O2S2, with ωB97M-V/def2-TZVPD.

Geometry as ORCA input:
```
! wB97M-V def2-TZVPD RIJCOSX def2/J DEFGRID3
* xyz 0 1
O -2.9260 -1.1676 -0.4048
C -2.8307 -0.5285 0.6082
O -2.8857 -1.0970 1.8212
C -2.6774 0.9680 0.7025
C -1.9693 1.5627 -0.5149
C -0.4469 1.4934 -0.4114
C 0.0827 0.0632 -0.3451
C 1.6004 0.0141 -0.3915
C 2.1628 -1.4022 -0.3385
C 3.6814 -1.3536 -0.2585
S 4.2103 0.1479 0.6758
S 2.3141 0.8351 1.0943
H -3.0289 -2.0536 1.7440
H -3.6926 1.3684 0.7710
H -2.1604 1.2142 1.6302
H -2.3015 1.0229 -1.4039
H -2.2612 2.6083 -0.6223
H -0.0175 1.9908 -1.2840
H -0.1128 2.0360 0.4764
H -0.2532 -0.4138 0.5777
H -0.3134 -0.5126 -1.1851
H 1.9791 0.5497 -1.2671
H 1.8559 -1.9664 -1.2213
H 1.7605 -1.9006 0.5466
H 4.0955 -2.2246 0.2451
H 4.1348 -1.2542 -1.2443
*
```

As for the molar mass: 206.33 g/mol. The calculation puts the HOMO-LUMO gap at 8.53 eV. The LUMO energy is 0.661 eV. The value obtained for the relative energy (zero: lowest compared OMol25 entry of this formula, charge and spin) is 0.000 eV.